DFT (ωB97M-V/def2-TZVPD) results for C6H12ClFNiO2 as an isolated structure in a non-equilibrium geometry.

Computed properties:
HOMO energy (spin up / spin down)   -17.7 / -17.7 eV
Orbital gap (spin up / spin down)   7.714 / 4.346 eV
2S+1   3
Total charge   +2

Cartesian coordinates (Å):
C 3.177 -1.034 -0.037
O 2.124 -0.288 -0.717
C 1.125 0.178 0.240
C 0.425 1.487 -0.388
Cl 0.942 1.680 -2.148
O -0.945 1.540 -0.192
C -1.647 0.461 -0.862
C -2.667 -0.140 0.196
C -2.115 -1.379 0.995
F -3.918 -0.418 -0.367
H 3.471 -1.863 -0.741
H 2.827 -1.428 0.958
H 4.023 -0.285 0.111
H 1.589 0.435 1.230
H 0.412 -0.696 0.363
H 0.859 2.399 0.147
H -0.986 -0.307 -1.346
H -2.285 0.891 -1.693
H -2.853 0.692 0.938
H -2.895 -1.645 1.768
H -1.951 -2.285 0.339
H -1.184 -1.120 1.586
Ni 2.471 3.124 -0.379